(1)
This record from OMol25 describes 3 unconnected molecules or ions with the total composition C3H14NO2. The level of theory is ωB97M-V/def2-TZVPD.

Properties
Energy relative to the best compared isomer or geometry (same formula, charge and spin) (eV): 0.4730
⟨S²⟩: 0.750
HOMO level (spin up / spin down) (eV): -2.8 / -11.7
Spin multiplicity: 2
LUMO energy (spin up / spin down) (eV): 0.733 / 0.527
Frontier orbital gap (spin up / spin down) (eV): 3.54 / 12.19

CARTESIAN COORDINATES (ANGSTROEM)
O 0.651 -2.342 0.837
O 2.527 2.059 1.216
N 0.888 -0.011 -0.499
C -1.529 0.208 -1.122
C -2.283 -0.699 -0.124
C -0.276 0.966 -0.639
H 1.710 0.356 0.006
H -1.822 -1.652 0.099
H -1.023 -0.404 -1.874
H 1.165 -0.382 -1.418
H -2.187 0.944 -1.578
H -2.300 -0.090 0.786
H 1.301 -2.557 1.540
H -0.077 -2.160 1.475
H 0.699 -0.946 -0.027
H -0.294 1.374 0.373
H 3.006 2.849 0.932
H -3.301 -0.840 -0.472
H 0.044 1.713 -1.357
H 3.101 1.615 1.846

***

(2)
This record from OMol25 describes a molecular structure, C41H40FeN3OP2S. The level of theory is ωB97M-V/def2-TZVPD.

Properties
Charge: +1
Energy relative to the best compared isomer or geometry (same formula, charge and spin) (eV): 0.8255
⟨S²⟩: 6.022
HOMO level (spin up / spin down) (eV): -9.6 / -9.6
Spin multiplicity: 5
LUMO energy (spin up / spin down) (eV): -2.661 / -3.170
Frontier orbital gap (spin up / spin down) (eV): 6.94 / 6.41

CARTESIAN COORDINATES (ANGSTROEM)
Fe 0.062 0.589 0.030
S -0.037 2.797 0.069
P -2.293 0.164 0.095
P 2.277 -0.108 0.173
O 1.545 6.308 2.995
N -0.026 -0.502 1.710
N 1.028 4.821 1.397
N 0.580 5.149 -0.868
C 1.060 -0.769 2.505
C 0.851 6.068 2.042
C -2.504 7.365 0.884
C -4.650 4.126 -0.114
C -3.265 1.711 0.091
C -4.664 -2.773 -2.530
C 1.470 8.539 -2.347
C -2.483 -0.621 1.771
C -4.045 2.168 1.147
C 1.384 6.343 -1.134
C 4.149 3.170 1.703
C -3.276 -0.944 -0.966
C -1.155 -0.639 2.467
C -2.679 -2.151 -1.334
C 5.074 3.516 0.725
C 3.319 2.077 1.513
C 4.027 -2.168 -0.722
C -3.187 2.481 -1.073
C 3.424 1.303 0.354
C -0.237 6.963 1.571
C 4.357 1.649 -0.617
C 3.096 -1.185 -1.037
C -3.885 3.671 -1.180
C -3.375 -3.066 -2.105
C -1.021 9.218 1.268
C -1.490 6.477 1.206
C -2.271 8.733 0.906
C 4.258 -2.696 -3.060
C 4.601 -2.922 -1.736
C 3.327 -1.717 -3.382
C -4.561 -0.647 -1.407
C -0.013 8.338 1.619
C 2.739 -0.975 -2.372
C 0.590 4.367 0.196
C 0.592 7.358 -1.947
C 5.175 2.756 -0.430
C -4.727 3.373 1.047
C 0.621 -1.038 3.784
C 2.399 -0.916 1.838
C -0.794 -0.946 3.763
C -5.251 -1.565 -2.186
H -3.482 6.984 0.619
H 2.277 6.038 -1.690
H -5.329 3.718 1.878
H 1.711 6.786 -0.200
H -2.584 2.128 -1.902
H 4.715 -3.285 -3.844
H -2.811 -1.646 1.584
H 2.608 1.787 2.282
H 1.424 4.118 2.005
H -5.211 -3.489 -3.129
H -3.842 4.245 -2.098
H -1.695 5.412 1.205
H 3.218 -0.488 2.414
H -2.913 -4.005 -2.381
H 4.318 -2.343 0.305
H -1.463 -1.121 4.592
H 0.905 9.251 -2.946
H -5.197 5.057 -0.193
H -1.668 -2.367 -1.005
H 5.730 4.363 0.876
H 0.201 6.867 -2.844
H 1.993 -0.222 -2.607
H -3.070 9.421 0.663
H 4.086 3.750 2.617
H -0.835 10.284 1.290
H -3.260 -0.141 2.363
H 5.907 3.012 -1.185
H 2.321 8.204 -2.942
H 0.152 4.731 -1.681
H 4.456 1.048 -1.511
H 5.321 -3.690 -1.487
H -5.025 0.293 -1.139
H -6.253 -1.334 -2.524
H -0.261 7.700 -1.358
H 2.611 -1.978 1.683
H 0.955 8.703 1.937
H 1.850 9.053 -1.462
H -4.138 1.588 2.055
H 3.055 -1.541 -4.414
H 1.239 -1.282 4.634

***

(3)
This record from OMol25 describes a molecular structure, C7H8BeN3S3Se. The level of theory is ωB97M-V/def2-TZVPD.

Properties
Charge: -1
Energy relative to the best compared isomer or geometry (same formula, charge and spin) (eV): 0.1302
HOMO level (eV): -4.3
Spin multiplicity: 1
LUMO energy (eV): 2.488
Frontier orbital gap (eV): 6.83

CARTESIAN COORDINATES (ANGSTROEM)
Se -2.169 1.596 -1.923
S -0.994 -1.914 -2.634
S 1.557 -2.828 -3.946
S 1.206 -0.064 -2.800
N -0.644 3.758 -3.311
N -0.281 -0.152 -0.022
N -0.635 0.873 0.776
C 0.648 -1.674 -3.191
C 0.408 -1.002 0.734
C 0.488 -0.493 2.042
C -1.200 2.905 -2.768
C -0.186 0.711 2.027
C 1.010 -2.250 0.191
C -0.441 1.715 3.098
Be -0.578 -0.088 -1.758
H -1.510 1.857 3.259
H -1.154 1.629 0.336
H 0.251 -2.896 -0.247
H -0.008 2.682 2.841
H 1.716 -2.013 -0.606
H 0.980 -0.949 2.884
H 0.004 1.380 4.033
H 1.532 -2.783 0.985

***

(4)
This record from OMol25 describes 7 unconnected molecules or ions with the total composition C15H32N2O8S. The level of theory is ωB97M-V/def2-TZVPD.

Properties
SMILES: CC(=O)OCc1ccc2nsnc2c1.CO.CO.CO.CO.CO.CO
HOMO level (eV): -8.7
Spin multiplicity: 1
LUMO energy (eV): -1.362
Frontier orbital gap (eV): 7.33

CARTESIAN COORDINATES (ANGSTROEM)
S 0.961 3.981 -0.641
O 0.987 1.939 -4.315
O 2.049 -2.277 6.373
O -2.147 -0.664 -6.923
O 2.911 -0.919 -1.382
O -1.659 -3.124 3.753
O -4.764 -3.887 4.838
O -2.292 -0.838 3.495
O 3.293 5.388 -3.139
N -0.135 3.698 0.661
N 1.106 2.502 -1.514
C 0.257 1.552 -0.789
C 3.439 -2.300 6.665
C -0.414 2.273 0.441
C -1.648 0.009 1.155
C -1.381 -1.887 3.848
C 3.823 -1.660 -0.585
C -1.372 1.518 1.422
C 2.525 6.459 -3.666
C -0.968 -0.705 -0.086
C 0.050 -1.393 4.436
C -0.014 0.027 -1.095
C -0.177 1.344 -4.866
C -5.534 -2.887 4.192
C -1.009 -0.979 -7.710
C -2.628 -0.861 2.083
H 1.580 -2.384 7.212
H 0.761 -1.380 3.535
H -3.900 -3.908 4.401
H 1.653 6.062 -4.194
H 0.883 1.932 -3.350
H -0.089 1.337 -5.953
H -6.516 -2.838 4.664
H 2.191 7.091 -2.843
H 3.704 -3.256 7.125
H 4.271 -1.005 0.166
H 3.687 -1.479 7.342
H -1.911 1.991 2.310
H 0.414 -2.027 5.312
H -0.204 -1.304 -7.051
H -1.253 -1.785 -8.407
H -3.707 -0.448 2.003
H -1.137 -1.824 -0.319
H -1.058 1.924 -4.579
H 3.281 -2.464 -0.086
H -5.037 -1.918 4.291
H -0.687 -0.092 -8.263
H -0.022 -0.298 4.803
H 3.576 4.845 -3.886
H -2.575 -1.944 1.672
H -0.272 0.317 -4.505
H -5.653 -3.139 3.135
H 3.996 -2.182 5.735
H 3.137 7.050 -4.351
H 0.453 -0.501 -2.006
H -2.843 -0.380 -7.529
H 3.415 -0.215 -1.812
H 4.602 -2.089 -1.220

***

(5)
This record from OMol25 describes a molecular structure, C10H25Cl2O3OsSb. The level of theory is ωB97M-V/def2-TZVPD.

Properties
Charge: +4
⟨S²⟩: 6.015
HOMO level (spin up / spin down) (eV): -23.1 / -24.1
Spin multiplicity: 5
LUMO energy (spin up / spin down) (eV): -15.887 / -17.323
Frontier orbital gap (spin up / spin down) (eV): 7.25 / 6.74

CARTESIAN COORDINATES (ANGSTROEM)
Os 0.463 -0.197 0.468
Sb -2.422 1.570 0.710
Cl -0.010 -1.158 2.569
Cl -2.143 -1.964 0.727
O 1.069 0.844 -1.154
O 2.571 -0.359 0.654
O 0.959 -2.175 -0.301
C -1.470 -2.276 2.318
C -1.522 3.486 0.704
C 0.367 1.089 -2.436
C 2.537 1.104 -1.259
C 2.200 -2.676 0.301
C -3.447 1.220 2.508
C 0.739 -2.597 -1.699
C 3.234 -1.594 0.175
C -3.624 1.124 -0.956
C 3.114 0.895 0.111
H -3.099 1.284 -1.894
H -4.052 0.321 2.419
H -2.175 -2.043 3.111
H 2.918 0.421 -2.018
H 4.205 0.853 0.090
H -0.694 0.976 -2.238
H 0.712 0.357 -3.162
H 2.678 2.132 -1.593
H 2.822 1.671 0.820
H -0.158 -2.092 -2.049
H 1.606 -2.332 -2.303
H -2.776 1.205 3.365
H -4.019 0.115 -0.861
H 2.508 -3.596 -0.196
H 3.557 -1.432 -0.854
H -0.981 3.667 -0.220
H -2.414 4.126 0.762
H -4.438 1.855 -0.858
H -4.092 2.109 2.569
H 4.101 -1.780 0.810
H 0.606 2.101 -2.753
H -1.079 -3.289 2.376
H -0.907 3.609 1.593
H 1.974 -2.900 1.342
H 0.582 -3.674 -1.698

***

(6)
This record from OMol25 describes a molecular structure, C22H45N2OsP3SSe. The level of theory is ωB97M-V/def2-TZVPD.

Properties
Charge: +4
Energy relative to the best compared isomer or geometry (same formula, charge and spin) (eV): 0.0000
⟨S²⟩: 6.045
HOMO level (spin up / spin down) (eV): -19.2 / -19.5
Spin multiplicity: 5
LUMO energy (spin up / spin down) (eV): -10.386 / -14.864
Frontier orbital gap (spin up / spin down) (eV): 8.81 / 4.62

CARTESIAN COORDINATES (ANGSTROEM)
Os 0.151 -0.336 0.022
Se 0.559 -1.130 2.485
S -1.701 1.001 0.942
P -1.617 -1.696 -0.681
P 1.717 -1.631 -1.096
P 1.487 1.551 0.027
N 3.168 -2.281 3.123
N 1.642 -3.810 2.887
C -2.970 4.318 -1.814
C -2.859 4.495 -0.430
C 1.508 -3.437 -1.006
C -5.524 5.886 0.049
C -2.306 2.007 -1.599
C -2.621 3.406 0.386
C -1.610 -2.045 -2.487
C 3.790 -0.989 3.359
C 1.749 -1.262 -2.881
C -5.324 5.912 -1.276
C -1.718 -3.336 0.127
C -2.677 3.086 -2.396
C 1.852 -2.465 2.803
C 3.469 -1.519 -0.613
C 0.865 3.094 0.794
C -3.356 -1.139 -0.448
C 2.850 -4.467 3.072
C 3.805 -3.516 3.225
C 3.131 1.475 0.843
C 1.899 2.121 -1.678
C -2.267 2.164 -0.199
C 0.335 -4.442 2.815
H 2.994 -0.232 3.382
H -3.575 -1.005 0.616
H -0.802 -3.913 -0.021
H -3.344 5.121 -2.439
H 3.072 1.935 1.836
H -1.876 -3.186 1.202
H 2.482 -1.923 -3.360
H 3.585 -1.660 0.469
H 2.045 -0.225 -3.061
H -2.671 3.475 1.467
H 3.916 -0.566 -0.914
H 4.324 -0.991 4.318
H 4.501 -0.747 2.553
H -0.839 -2.778 -2.749
H 0.773 -1.437 -3.341
H -6.335 5.315 0.520
H 0.529 2.892 1.817
H 2.250 3.162 -1.644
H 0.190 -4.931 1.837
H -2.592 -2.440 -2.788
H -4.545 6.567 -1.698
H 1.677 3.837 0.814
H 0.015 3.497 0.230
H -1.422 -1.113 -3.034
H 3.474 0.447 0.969
H 1.346 -3.753 0.031
H -2.564 -3.895 -0.296
H 4.861 -3.610 3.405
H 0.993 2.079 -2.296
H -3.536 -0.185 -0.952
H -0.096 0.719 -1.198
H 2.928 -5.545 3.091
H 0.230 -5.190 3.611
H 0.691 -3.799 -1.638
H -2.016 1.065 -2.073
H 4.021 -2.327 -1.110
H -5.940 5.355 -2.000
H -2.712 2.955 -3.480
H 2.436 -3.911 -1.348
H -4.036 -1.893 -0.863
H -0.425 -3.660 2.938
H 3.868 2.018 0.237
H -4.910 6.521 0.704
H -3.063 5.462 0.023
H 2.669 1.477 -2.123

***

(7)
This record from OMol25 describes a molecular structure, C4H7NO. The level of theory is ωB97M-V/def2-TZVPD.

Properties
Energy relative to the best compared isomer or geometry (same formula, charge and spin) (eV): 3.4515
HOMO level (eV): -9.6
Spin multiplicity: 1
LUMO energy (eV): 0.978
Frontier orbital gap (eV): 10.55

CARTESIAN COORDINATES (ANGSTROEM)
O 2.744 -0.374 0.054
N 0.747 -0.877 -0.521
C 1.537 0.016 -0.013
C 0.507 1.111 0.178
C -1.596 -0.453 0.350
C -0.436 0.053 -0.479
H 0.282 1.349 1.220
H 1.977 -1.400 -0.528
H 0.685 2.027 -0.390
H -2.042 -1.338 -0.115
H -2.373 0.316 0.441
H -0.758 0.336 -1.486
H -1.258 -0.729 1.354

***

(8)
This record from OMol25 describes a molecular structure, C3H2CuMgO3. The level of theory is ωB97M-V/def2-TZVPD.

Properties
Charge: +2
Energy relative to the best compared isomer or geometry (same formula, charge and spin) (eV): 0.6681
⟨S²⟩: 0.761
HOMO level (spin up / spin down) (eV): -17.5 / -17.4
Spin multiplicity: 2
LUMO energy (spin up / spin down) (eV): -10.470 / -10.454
Frontier orbital gap (spin up / spin down) (eV): 7.04 / 6.97

CARTESIAN COORDINATES (ANGSTROEM)
Cu 0.881 2.608 1.032
Mg 3.405 -0.323 -0.678
O 1.546 -1.239 -0.783
O 1.780 0.778 0.033
O -1.030 1.286 0.730
C -1.020 0.179 0.234
C -1.953 -0.782 -0.010
C 1.056 -0.209 -0.305
H -1.703 -1.629 -0.647
H -2.959 -0.668 0.394

***

(9)
This record from OMol25 describes a molecular structure, C29H38BrFeN4O6PS2. The level of theory is ωB97M-V/def2-TZVPD.

Properties
Charge: -1
Energy relative to the best compared isomer or geometry (same formula, charge and spin) (eV): 1.3062
⟨S²⟩: 8.811
HOMO level (spin up / spin down) (eV): -2.9 / -3.1
Spin multiplicity: 6
LUMO energy (spin up / spin down) (eV): 2.351 / 2.350
Frontier orbital gap (spin up / spin down) (eV): 5.24 / 5.47

CARTESIAN COORDINATES (ANGSTROEM)
Br 6.787 16.031 19.662
Fe 10.377 14.470 11.021
S 11.192 15.992 9.052
S 12.652 14.943 11.892
P 12.833 15.610 10.027
O 8.872 15.750 12.235
O 8.559 12.879 14.867
O 13.771 14.538 9.181
O 13.627 16.990 10.027
O 9.425 15.355 15.066
O 11.324 12.295 14.466
N 12.168 10.212 14.124
N 10.086 10.840 13.232
N 6.563 10.817 17.731
N 7.738 10.613 15.865
C 15.588 17.155 8.565
C 14.334 12.365 10.041
C 8.831 8.819 10.209
C 9.937 10.944 9.839
C 13.308 13.080 9.229
C 7.948 8.083 15.865
C 15.767 16.912 11.061
C 7.640 15.848 11.492
C 7.504 12.936 16.924
C 8.668 14.911 16.102
C 6.755 9.467 17.505
C 7.811 9.528 10.859
C 7.870 10.889 11.173
C 8.950 11.650 10.660
C 8.267 13.555 15.989
C 7.380 14.981 18.115
C 13.178 12.539 7.798
C 10.058 16.639 15.154
C 14.979 17.430 9.902
C 7.031 13.655 18.034
C 9.873 9.601 9.676
C 6.346 8.358 18.261
C 6.733 7.130 17.766
C 7.522 6.978 16.648
C 11.173 11.197 13.979
C 9.176 12.991 11.007
C 7.514 9.323 16.333
C 7.218 11.495 16.806
C 8.220 15.592 17.198
H 5.671 8.528 19.145
H 10.911 16.587 15.836
H 16.801 17.313 11.089
H 9.291 17.377 15.426
H 12.301 13.086 9.692
H 9.465 13.071 14.513
H 15.211 17.298 11.948
H 6.478 6.272 18.366
H 14.093 11.293 10.075
H 8.480 16.586 17.334
H 10.628 9.114 9.021
H 14.834 18.519 10.112
H 9.752 11.651 12.708
H 8.796 7.775 9.923
H 7.678 15.245 10.597
H 6.401 13.242 18.806
H 13.016 11.463 7.819
H 15.858 16.114 8.498
H 12.994 10.515 14.593
H 14.819 17.321 7.785
H 6.794 15.508 12.097
H 7.811 6.010 16.417
H 8.747 15.019 12.856
H 12.406 13.045 7.232
H 15.283 12.512 9.522
H 7.537 16.865 11.198
H 7.033 11.288 11.714
H 6.948 8.920 11.296
H 10.791 11.482 9.435
H 14.116 12.678 7.257
H 16.423 17.886 8.361
H 8.471 8.007 14.887
H 8.394 10.871 15.143
H 14.417 12.708 11.086
H 10.421 16.838 14.125
H 10.091 10.049 12.595
H 12.106 9.369 13.593
H 15.739 15.785 11.065

***

(10)
This record from OMol25 describes a molecular structure, C18H11ClFIrN4O8. The level of theory is ωB97M-V/def2-TZVPD.

Properties
Energy relative to the best compared isomer or geometry (same formula, charge and spin) (eV): 0.0000
⟨S²⟩: 6.017
HOMO level (spin up / spin down) (eV): -7.9 / -9.1
Spin multiplicity: 5
LUMO energy (spin up / spin down) (eV): -0.370 / -1.532
Frontier orbital gap (spin up / spin down) (eV): 7.55 / 7.59

CARTESIAN COORDINATES (ANGSTROEM)
Ir -0.918 -1.268 -0.766
Cl -3.523 3.747 0.844
F 5.738 -1.643 0.099
O -5.745 -2.593 4.650
O -2.624 -1.599 0.217
O 2.118 1.865 -1.746
O 0.963 -1.118 -1.494
O 5.039 0.606 1.534
O -6.320 -4.714 3.914
O 0.199 -1.029 -3.593
O -3.497 -2.166 2.235
N -0.323 -0.936 1.434
N -1.920 0.786 -1.306
N 3.250 -0.077 -1.997
N 3.722 1.296 -0.227
C -1.334 -1.102 3.590
C -0.159 -0.574 4.154
C 1.069 -0.924 -2.776
C -1.826 1.370 -2.522
C 2.962 1.072 -1.418
C -6.035 -3.639 4.241
C 4.539 0.380 0.446
C -2.150 2.717 -2.741
C 0.826 -0.435 1.976
C 4.099 -1.021 -1.478
C -2.630 -1.736 1.551
C -2.625 3.454 -1.656
C 4.773 -0.807 -0.322
C -2.444 1.504 -0.284
C 0.934 -0.210 3.347
C 2.452 -0.448 -3.181
C -1.363 -1.225 2.226
C -2.854 2.822 -0.471
H -3.019 4.428 -1.788
H 1.598 -0.132 1.296
H 3.593 2.224 0.208
H 3.032 -1.225 -3.785
H -1.394 0.814 -3.298
H -2.450 1.090 0.723
H 2.350 0.372 -3.854
H -2.260 -1.232 4.123
H 4.129 -1.946 -2.070
H -1.877 3.195 -3.673
H 1.903 0.056 3.639

***

(11)
This record from OMol25 describes C2H8BN in the gas phase. The level of theory is ωB97M-V/def2-TZVPD.

Properties
Energy relative to the best compared isomer or geometry (same formula, charge and spin) (eV): 1.2986
⟨S²⟩: 2.007
HOMO level (spin up / spin down) (eV): -3.6 / -9.9
Spin multiplicity: 3
LUMO energy (spin up / spin down) (eV): 0.681 / -3.809
Frontier orbital gap (spin up / spin down) (eV): 4.24 / 6.08

CARTESIAN COORDINATES (ANGSTROEM)
N 0.821 0.559 0.833
C 0.434 -1.904 -0.206
C -1.140 1.395 -0.517
B -0.061 -0.027 -0.059
H -2.150 0.992 -0.631
H 0.729 1.536 1.068
H -0.849 1.808 -1.473
H 1.603 0.133 1.303
H -1.144 2.126 0.271
H 1.482 -1.832 -0.497
H 0.382 -2.272 0.811
H -0.108 -2.514 -0.902

***

| no. | energy (Eh) |
| --- | --- |
| 1 | -327.79886 |
| 2 | -4170.31632 |
| 3 | -4046.76880 |
| 4 | -1700.04085 |
| 5 | -1871.13069 |
| 6 | -4887.61210 |
| 7 | -286.50481 |
| 8 | -2181.07002 |
| 9 | -6773.86418 |
| 10 | -2177.80899 |
| 11 | -160.35559 |